No. 1
# C3H5NO

A cluster of 3 separate species, C3H5NO in total in a non-equilibrium geometry (ωB97M-V/def2-TZVPD, OMol25).

Element x y z (Å)
C 2.26 0.42 -0.01
H 0.04 -0.76 -2.20
C -1.06 -0.74 0.49
H -1.45 -1.68 0.11
H 0.61 -0.47 -1.83
H -1.76 1.26 1.12
C -1.03 0.71 0.53
H -0.51 1.27 -0.24
O 3.09 0.30 0.76
N -0.20 -0.32 1.29

Calculated values
frontier orbital gap	11.61	eV
net charge	0
HOMO	-10.40	eV
ΔE to the lowest compared entry with this formula, charge and spin	80.1	kcal/mol


No. 2
# H6IO3

A cluster of 4 separate species, H6IO3 in total in a non-equilibrium geometry (ωB97M-V/def2-TZVPD, OMol25).

Element x y z (Å)
H 26.25 16.85 -7.56
H 27.44 12.77 -7.41
I 27.88 16.23 -9.29
O 27.65 12.91 -8.32
H 25.84 16.75 -10.68
O 25.44 16.73 -7.05
O 25.00 16.80 -11.16
H 24.86 17.55 -11.70
H 27.79 13.85 -8.48
H 24.80 16.76 -7.76

Calculated values
frontier orbital gap	8.03	eV
net charge	-1
HOMO	-4.46	eV
ΔE to the lowest compared entry with this formula, charge and spin	7.1	kcal/mol


No. 3
# C36H34BF5N5O3OsSbSe

A structure of composition C36H34BF5N5O3OsSbSe in a non-equilibrium geometry (ωB97M-V/def2-TZVPD, OMol25).

Element x y z (Å)
C 4.55 -1.45 2.75
C -1.62 -4.10 1.74
C 3.84 -1.69 -4.41
C -1.86 2.36 2.77
C -2.98 1.95 -3.42
B 1.34 -0.76 1.55
C -2.41 1.11 -1.28
H 5.01 -1.47 3.74
C -3.39 1.42 -2.21
F -5.29 -3.25 -3.30
F 0.14 -3.36 -2.72
O -1.36 -1.31 -1.63
H 2.45 1.72 3.85
C 0.52 -3.80 0.49
F -1.09 -5.09 -4.43
H 2.13 1.50 0.36
C 2.30 -0.40 3.59
H 0.31 -4.74 -0.03
C 0.56 2.40 1.48
N -1.13 1.29 -1.50
H -4.14 -1.92 2.20
C -2.83 -3.63 2.20
H -2.84 2.33 3.23
H 0.99 -3.10 -0.20
Se 3.77 -0.84 -0.62
H 1.15 -1.50 5.07
C -0.72 1.85 -2.63
H 1.22 -4.03 1.29
C 3.10 0.90 3.55
H -4.43 1.25 -1.99
C -3.96 -3.25 -3.19
H 0.21 -0.68 -3.37
C -1.91 -2.28 -2.24
C -0.75 -3.25 1.06
C 2.71 -2.95 3.46
C -1.57 1.55 1.68
H 3.13 -3.72 2.82
H 4.93 -2.29 2.18
H 1.32 1.65 -2.03
C 0.34 3.25 2.57
C 1.82 2.49 0.69
H 1.11 3.95 2.86
O 2.47 -1.52 1.53
H 1.37 0.20 5.42
H 1.07 1.79 -3.79
C 1.21 -0.97 -3.64
H -1.28 2.62 -4.55
H 3.46 1.11 2.55
H 4.85 -0.53 2.24
H 1.64 -3.10 3.54
H 3.01 -1.95 -6.35
H -1.33 -5.13 1.88
H 3.94 0.87 4.24
Os 0.21 -0.53 -0.21
H 2.72 -0.91 5.63
N 4.46 -1.30 -2.10
H -3.71 2.18 -4.19
F -3.79 -4.99 -4.78
N -1.08 -1.96 0.87
H 3.15 -3.06 4.44
C -3.20 -4.16 -3.94
C 1.51 -1.34 -4.93
C 2.82 -1.70 -5.32
C 3.56 -1.35 -3.07
H -3.52 -4.28 2.72
H 0.91 3.21 -2.76
C 3.04 -1.58 2.87
C -1.81 -4.20 -3.77
C 1.85 -0.68 5.02
H -1.04 3.83 4.10
N 2.12 -0.69 -1.36
H 2.61 2.96 1.27
C -1.19 -3.30 -2.92
H 1.65 3.11 -0.18
C 0.74 2.13 -2.81
H 0.73 -1.36 -5.67
C -2.27 -1.51 1.24
Sb -3.19 0.43 0.67
F -4.02 -1.48 -1.57
C -0.87 3.20 3.24
C -1.64 2.19 -3.63
C -3.33 -2.36 -2.35
O 1.13 -0.19 2.75
H 4.86 -1.92 -4.69
C -3.17 -2.32 1.92
C 2.22 -0.99 -2.67
N -0.38 1.54 1.10

Calculated values
frontier orbital gap (spin up / spin down)	7.41 / 5.47	eV
net charge	+2
HOMO (spin up / spin down)	-13.46 / -13.88	eV
ΔE to the lowest compared entry with this formula, charge and spin	40.5	kcal/mol
multiplicity	5


No. 4
# C3H8S2

The molecule C3H8S2 in a non-equilibrium geometry (ωB97M-V/def2-TZVPD, OMol25).

Element x y z (Å)
H -0.54 -0.40 -2.49
H 0.97 2.09 2.19
C 0.38 -0.32 -0.50
H 1.39 -0.11 -0.98
C 0.79 1.12 1.82
H -0.26 -1.91 -1.74
H 0.31 0.54 2.58
H -2.22 0.22 -0.47
H 0.53 -1.09 0.24
C -0.54 -0.89 -1.58
S -2.31 -1.01 -1.01
S -0.26 1.15 0.31
H 1.76 0.60 1.62

Calculated values
frontier orbital gap	9.46	eV
net charge	0
HOMO	-8.62	eV
ΔE to the lowest compared entry with this formula, charge and spin	16.2	kcal/mol
SMILES	CSCCS


No. 5
# C35H32BF3I2N5O6SSbSe4V

A structure of composition C35H32BF3I2N5O6SSbSe4V in a non-equilibrium geometry (ωB97M-V/def2-TZVPD, OMol25).

Element x y z (Å)
Se 6.43 0.67 -1.38
N 0.03 -0.28 -2.51
H -5.87 3.85 0.46
B -2.46 1.77 -0.21
H -2.67 0.13 2.71
C -0.98 -0.27 3.71
C 2.39 0.07 5.34
O 1.51 -2.25 -1.50
H -9.11 1.07 0.03
C -6.70 1.23 -1.55
H -1.71 -1.51 1.34
C -8.29 2.97 -0.67
H -7.88 4.49 0.84
H 2.24 2.49 -0.96
H -9.95 3.54 -1.94
O -0.20 -3.84 -0.69
C 1.16 -0.44 5.00
C 0.45 0.14 3.95
C -0.05 3.92 0.19
C 2.12 1.63 3.57
Se 6.14 -0.11 2.25
H -0.98 -1.32 3.41
I 1.40 6.43 3.39
H 5.26 2.44 -4.01
H -9.35 1.93 -2.29
H 3.78 1.68 4.93
C -2.67 -2.52 -1.74
V 0.94 -0.84 -0.54
H 0.73 -1.28 5.54
Se 2.67 -0.17 0.12
C -9.05 2.11 0.36
N 0.98 0.35 -1.83
C 4.31 2.09 -3.62
S 0.92 -3.04 -0.39
Sb 4.83 0.89 0.47
H -10.06 2.49 0.49
C 3.80 2.63 -2.45
H 1.10 5.72 0.40
H 4.35 3.40 -1.93
C -2.68 -2.39 -0.33
H 2.46 2.47 2.97
H 2.99 -0.38 6.13
C -1.77 -1.57 0.26
F 2.22 -4.83 1.07
C -1.74 -1.82 -2.45
Se 4.97 3.26 0.96
C -0.69 2.87 0.83
O -1.13 1.81 0.05
C -9.04 2.94 -2.01
C -1.83 1.96 2.96
F 2.67 -4.92 -1.05
H -5.34 -0.30 -2.27
C 2.47 0.54 -3.73
H -1.76 2.16 4.04
C -0.85 -0.95 -1.77
F 3.42 -3.28 0.15
C -5.46 0.60 -1.69
H -8.54 2.14 1.32
C 3.64 1.05 -4.26
C -5.79 2.96 -0.15
H -0.46 4.02 4.00
C -4.40 1.19 -1.05
H 4.04 0.61 -5.16
H 1.95 -0.29 -4.19
I -0.17 4.06 -1.91
C -0.88 2.91 2.23
H -9.30 4.80 -0.15
H -7.54 0.77 -2.05
H -3.36 -3.19 -2.23
C 1.97 1.07 -2.54
N 0.96 1.10 3.21
C -6.89 2.39 -0.81
O -3.07 0.82 -1.01
C 0.56 4.94 0.91
C 0.44 4.93 2.28
C 2.86 1.18 4.65
C 2.39 -4.11 -0.04
H -1.47 -0.22 4.70
H -1.60 -1.92 -3.52
N -0.87 -0.83 -0.42
H -7.70 5.05 -0.84
H -2.83 2.27 2.62
O -3.37 2.71 0.27
C 2.63 2.12 -1.90
H -8.42 3.35 -2.81
H -3.37 -2.94 0.29
N -1.73 0.52 2.71
O 0.93 -2.24 0.84
C -0.32 3.97 2.93
C -8.28 4.42 -0.17
C -4.57 2.34 -0.28

Calculated values
frontier orbital gap (spin up / spin down)	5.11 / 5.05	eV
net charge	0
HOMO (spin up / spin down)	-7.08 / -7.04	eV
ΔE to the lowest compared entry with this formula, charge and spin	132.1	kcal/mol
multiplicity	2


No. 6
# H6IMnO3

A structure of composition H6IMnO3 in a non-equilibrium geometry (ωB97M-V/def2-TZVPD, OMol25).

Element x y z (Å)
O -1.64 -1.82 1.65
I -0.64 1.52 0.30
Mn -1.67 3.95 1.37
H 3.37 0.55 0.76
H 1.88 0.52 0.48
H 0.30 -0.90 -2.44
O 2.72 0.17 0.17
H -1.52 -2.39 0.89
H -1.40 -0.95 1.33
O -0.58 -0.59 -2.63
H -0.82 -0.05 -1.88

Calculated values
frontier orbital gap (spin up / spin down)	7.91 / 7.96	eV
net charge	0
HOMO (spin up / spin down)	-8.58 / -9.89	eV
multiplicity	7


No. 7
# C3H8ClIN3

A cluster of 2 separate species, C3H8ClIN3 in total in a non-equilibrium geometry (ωB97M-V/def2-TZVPD, OMol25).

Element x y z (Å)
H 1.84 0.28 1.10
I -2.77 0.07 3.35
H -2.03 0.55 -0.54
C -1.83 0.40 1.56
C 0.98 0.46 -0.77
N -2.41 0.76 0.43
Cl 0.28 2.06 -0.46
H 0.83 -0.94 -2.30
H 1.99 -1.95 -0.66
C 1.69 -0.16 0.16
H -0.87 0.14 1.24
N 0.47 0.03 -1.96
H -3.40 0.88 0.44
N 2.23 -1.50 0.12
H 0.52 0.79 -2.68
H 2.47 -1.85 0.98

Calculated values
frontier orbital gap	5.63	eV
net charge	+1
HOMO	-10.98	eV
ΔE to the lowest compared entry with this formula, charge and spin	42.7	kcal/mol


No. 8
# C46H48BrN3O2

A cluster of 5 separate species, C46H48BrN3O2 in total (ωB97M-V/def2-TZVPD, OMol25).

Element x y z (Å)
H 4.43 -0.90 2.01
C -0.61 -2.45 -4.65
C 11.18 -3.76 4.90
H -1.06 0.12 -1.90
H -1.72 -3.54 -7.66
H 0.26 2.65 -2.87
H 4.26 1.55 1.72
H -10.88 -1.08 -1.08
H -7.27 -4.37 -1.82
C -6.97 1.94 -2.30
C 3.59 3.16 5.70
C 3.28 3.72 6.93
H -8.88 2.86 -2.61
C -6.42 -1.83 -1.97
H 3.44 -0.27 -0.15
H 8.44 1.92 2.57
H 7.96 -2.74 4.81
H -11.36 -3.53 -0.97
C 1.13 -2.32 -6.30
H 2.19 1.73 -2.36
H -6.41 4.14 0.29
C 5.90 3.73 6.01
C 0.17 1.88 -2.10
C -2.32 1.85 -2.29
H 6.28 2.96 2.00
C -1.05 -3.14 -6.91
C -8.81 -1.36 -1.52
C 7.65 -0.08 2.62
C 1.73 0.47 -0.93
H 1.39 -0.04 0.84
H 5.14 2.73 4.28
C -8.25 3.45 -0.64
H -7.50 3.95 -2.58
H 2.26 3.72 7.28
C -7.80 -2.30 -1.71
H -0.01 2.40 -1.16
C 6.52 -0.87 2.46
C 5.22 1.09 1.97
C -3.32 1.70 -3.47
C -4.69 1.33 -2.98
C 4.28 4.28 7.70
H 8.60 -0.53 2.88
C -5.69 2.27 -2.77
H -0.95 -2.30 -3.63
H 0.60 -2.97 -8.28
H -2.07 2.90 -2.19
C -9.36 -4.10 -1.40
H 2.15 -2.08 -6.57
H 7.76 -4.77 3.43
H 12.14 -3.48 5.31
H 2.73 -1.24 -1.28
C -7.24 0.58 -2.04
C -10.37 -3.16 -1.19
H -8.52 4.50 -0.63
H -9.11 2.92 -0.25
C -6.22 -0.37 -2.23
H 9.75 -6.16 2.98
O -5.49 -2.59 -2.00
C 7.56 1.30 2.45
C 5.59 4.29 7.25
H -2.80 1.47 -1.40
H 1.37 -1.75 -4.25
C -1.02 1.03 -2.49
H -2.99 0.92 -4.14
H 2.81 2.72 5.09
H 10.14 -2.09 5.76
N 2.95 -0.28 -1.04
C -4.96 -0.01 -2.69
H 4.05 4.72 8.67
Br -7.73 3.21 2.16
H -4.21 -0.77 -2.81
C 8.83 -3.35 4.62
C 8.72 -4.49 3.84
N 1.43 1.12 -2.12
C -10.11 -1.80 -1.25
C -8.58 0.11 -1.60
C 4.90 3.17 5.24
H -6.52 2.36 0.17
H 6.38 4.73 7.85
O -9.49 0.86 -1.35
C 9.84 -5.27 3.59
C -7.07 3.28 0.30
C -7.94 3.08 -2.10
H 11.95 -5.51 3.91
H -9.58 -5.15 -1.37
C 11.07 -4.90 4.11
C 5.31 -0.28 2.13
C -8.07 -3.66 -1.65
H -3.39 2.61 -4.06
H -2.50 -3.20 -5.34
C 0.70 -2.14 -4.99
H -5.48 3.31 -2.98
C 6.35 1.88 2.13
C 0.26 -2.83 -7.26
H 6.92 3.74 5.65
N 1.01 0.55 0.11
H -0.93 0.77 -3.54
C -1.48 -2.96 -5.61
C 10.06 -2.98 5.15
H 6.59 -1.94 2.59

Calculated values
frontier orbital gap	8.45	eV
net charge	0
HOMO	-9.33	eV
SMILES	[H]/N=C(\N)NCCCCc1cc(CCCBr)c2c(c1)C(=O)c1ccccc1C2=O.c1ccccc1.c1ccccc1.c1ccccc1.c1ccccc1